C12H12INO as an isolated structure in a non-equilibrium geometry. Source: the Open Molecules 2025 dataset; level of theory: ωB97M-V/def2-TZVPD.

```
! RIJCOSX wB97M-V def2-TZVPD def2/J DEFGRID3
* xyz 0 1
O 2.1203 -1.6582 2.2355
C 2.1030 -0.9581 1.0547
C 3.0909 -1.1608 -0.0642
C 2.9443 -0.3000 -1.2256
N 1.9299 0.6690 -1.3540
C 1.0062 0.8589 -0.3644
C -0.1849 1.8968 -0.4627
C -1.5010 1.0401 -0.2378
C -2.4755 1.3054 0.8129
C -3.6343 0.3872 0.9176
C -3.7885 -0.7487 -0.0061
C -2.8224 -0.9980 -1.0872
C -1.6799 -0.0913 -1.1787
C 1.0535 0.0524 0.8688
H 2.4025 -1.0750 2.9694
H 3.9100 -1.9903 0.0847
H 3.6647 -0.4251 -2.0748
H 1.9040 1.2147 -2.2145
H -0.0239 2.6392 0.3667
H -0.2627 2.3702 -1.4734
H -2.3338 2.1739 1.4994
H -4.4144 0.5011 1.7154
H -4.6461 -1.4665 0.0689
H -2.8989 -1.8297 -1.8226
H -0.9145 -0.2578 -1.9798
H 0.2982 0.2203 1.6680
I 5.1533 -2.3696 1.2838
*
```

- Kohn-Sham gap (eV) = 5.74
- LUMO energy (eV) = -0.6
- E_tot (Eh) = -891.9992
- largest force on an atom (eV/A) = 5.12
- highest occupied orbital energy (Ha) = -0.2338
- energy above the lowest of the compared OMol25 structures with the same formula, charge and spin (kcal/mol) = 0.0